No. 1
{
  "formula": "C24H47BCl2N3O6P2",
  "method": "ωB97M-V/def2-TZVPD",
  "species": ["C", "C", "C", "C", "O", "N", "C", "C", "B", "O", "O", "C", "P", "N", "C", "C", "O", "O", "P", "C", "C", "C", "C", "N", "C", "C", "C", "O", "C", "C", "C", "C", "C", "C", "H", "H", "H", "H", "H", "H", "H", "H", "H", "H", "H", "H", "H", "H", "H", "H", "H", "H", "H", "H", "H", "H", "H", "H", "H", "H", "H", "H", "H", "H", "H", "H", "H", "H", "H", "H", "H", "H", "H", "H", "H", "H", "H", "Cl", "C", "C", "Cl", "H", "H", "H", "H"],
  "xyz": [[-5.343, -1.203, -2.418], [-4.381, -2.055, -3.342], [-3.537, -3.145, -2.539], [-2.139, -2.505, -2.196], [-1.645, -2.848, -0.861], [-1.028, -1.797, -0.271], [-1.807, -0.865, 0.417], [-3.349, -1.045, 0.500], [-3.739, -1.495, 2.020], [-2.863, -2.378, 2.692], [-4.909, -0.963, 2.550], [-1.204, 0.298, 1.078], [-2.190, 1.612, 1.966], [-3.523, 2.034, 1.213], [0.275, 0.478, 1.043], [1.024, 1.668, 1.692], [1.494, 2.476, 0.934], [1.145, 1.867, 3.050], [0.693, 3.490, 3.501], [2.017, 4.282, 4.552], [-0.789, 3.308, 4.685], [-2.028, 4.204, 4.238], [1.069, -0.535, 0.305], [2.489, -0.347, 0.294], [3.238, -1.452, 0.950], [2.737, -1.803, 2.392], [0.354, -1.635, -0.346], [1.120, -2.536, -1.057], [1.310, -1.884, -2.377], [2.024, -2.822, -3.415], [3.469, -2.183, -3.675], [1.310, -2.822, -4.850], [0.134, -3.892, -4.922], [0.833, -1.381, -5.296], [-6.298, -1.016, -2.985], [-4.913, -0.184, -2.216], [-5.604, -1.733, -1.460], [-3.635, -1.342, -3.799], [-4.957, -2.525, -4.184], [-4.123, -3.427, -1.629], [-3.448, -4.062, -3.183], [-1.419, -2.839, -2.997], [-2.155, -1.379, -2.265], [-3.862, -0.103, 0.179], [-3.727, -1.865, -0.164], [-2.054, -1.897, 2.940], [-5.016, -1.390, 3.427], [-1.344, 2.767, 1.983], [-2.533, 1.164, 3.286], [-4.344, 1.882, 1.804], [1.578, 4.533, 5.563], [2.907, 3.633, 4.757], [2.393, 5.279, 4.147], [-1.013, 2.206, 4.707], [-0.448, 3.604, 5.718], [-2.244, 4.956, 5.031], [-2.913, 3.531, 4.059], [-1.739, 4.702, 3.275], [2.848, -0.138, -0.638], [4.300, -1.089, 1.060], [3.238, -2.370, 0.306], [1.742, -2.332, 2.382], [3.455, -2.550, 2.839], [2.750, -0.924, 3.090], [1.922, -0.947, -2.262], [0.289, -1.536, -2.696], [2.111, -3.890, -3.095], [3.413, -1.059, -3.750], [3.874, -2.519, -4.670], [4.185, -2.461, -2.862], [2.074, -3.146, -5.614], [0.126, -4.442, -3.937], [-0.826, -3.322, -5.071], [0.311, -4.628, -5.742], [0.603, -1.339, -6.396], [-0.128, -1.154, -4.752], [1.590, -0.595, -5.042], [5.523, 3.692, 3.330], [4.888, 4.776, 2.067], [5.318, 6.210, 2.273], [4.551, 6.942, 3.706], [3.802, 4.683, 2.055], [5.271, 4.409, 1.114], [5.021, 6.812, 1.414], [6.398, 6.293, 2.389]],
  "multiplicity": 1,
  "homo_lumo_gap_ha": 0.24820,
  "homo_energy_ev": -10.866,
  "charge": 1,
  "energy_ev": -86695.096
}

***

No. 2
{
  "formula": "C42H57Cl3N2O12P2SSeTi",
  "method": "ωB97M-V/def2-TZVPD",
  "species": ["Ti", "C", "C", "C", "C", "C", "C", "C", "Se", "C", "C", "C", "C", "C", "C", "O", "C", "C", "C", "C", "C", "C", "C", "C", "C", "O", "C", "C", "C", "C", "C", "C", "H", "H", "H", "H", "H", "H", "H", "H", "H", "H", "H", "H", "H", "H", "H", "H", "H", "H", "H", "H", "H", "H", "H", "H", "H", "H", "H", "H", "H", "H", "H", "H", "H", "H", "H", "H", "H", "H", "H", "H", "C", "C", "N", "C", "C", "C", "S", "N", "C", "O", "C", "C", "C", "C", "C", "C", "H", "H", "H", "H", "H", "H", "H", "H", "H", "H", "H", "H", "H", "H", "H", "O", "P", "O", "O", "O", "P", "O", "O", "O", "H", "H", "Cl", "C", "Cl", "Cl", "C", "O", "O"],
  "xyz": [[0.436, 0.315, -1.430], [-2.056, -1.862, 5.766], [-0.799, -0.982, 5.708], [0.336, -1.677, 6.473], [-1.101, 0.340, 6.414], [-0.398, -0.768, 4.250], [-0.534, 0.439, 3.590], [-0.151, 0.576, 2.261], [-0.423, 2.262, 1.411], [-2.137, 1.896, 0.586], [-3.199, 2.668, 1.039], [-4.476, 2.523, 0.511], [-4.636, 1.557, -0.472], [-3.615, 0.741, -0.952], [-2.322, 0.928, -0.430], [-1.295, 0.185, -0.838], [-3.992, -0.267, -2.059], [-4.270, 0.516, -3.351], [-2.920, -1.321, -2.367], [-5.260, -1.037, -1.643], [-5.680, 3.338, 0.984], [-6.749, 2.393, 1.553], [-5.299, 4.338, 2.076], [-6.274, 4.118, -0.197], [0.415, -0.482, 1.522], [0.921, -0.276, 0.310], [0.441, -1.756, 2.154], [0.065, -1.839, 3.488], [0.743, -3.038, 1.377], [0.818, -4.280, 2.269], [-0.430, -3.260, 0.406], [2.080, -2.934, 0.640], [-2.361, -2.037, 6.804], [-1.878, -2.829, 5.292], [-2.882, -1.378, 5.239], [0.066, -1.797, 7.527], [1.253, -1.086, 6.414], [0.549, -2.667, 6.066], [-1.335, 0.150, 7.466], [-1.959, 0.847, 5.967], [-0.244, 1.017, 6.367], [-0.938, 1.315, 4.082], [-2.989, 3.392, 1.815], [-5.621, 1.428, -0.904], [-3.370, 1.037, -3.683], [-5.057, 1.261, -3.202], [-4.588, -0.169, -4.144], [-1.998, -0.882, -2.734], [-3.310, -1.986, -3.144], [-2.681, -1.926, -1.489], [-6.156, -0.412, -1.636], [-5.137, -1.468, -0.646], [-5.434, -1.852, -2.350], [-6.348, 1.830, 2.399], [-7.081, 1.673, 0.802], [-7.622, 2.960, 1.893], [-4.862, 3.835, 2.941], [-6.193, 4.873, 2.409], [-4.578, 5.073, 1.709], [-6.609, 3.445, -0.989], [-5.528, 4.790, -0.625], [-7.135, 4.712, 0.129], [0.104, -2.810, 3.960], [-0.138, -4.504, 2.750], [1.587, -4.184, 3.043], [1.081, -5.136, 1.641], [-1.352, -3.402, 0.979], [-0.257, -4.146, -0.206], [-0.569, -2.415, -0.263], [2.892, -2.893, 1.372], [2.137, -2.049, 0.012], [2.232, -3.811, 0.002], [6.302, 1.246, 2.575], [5.256, 0.240, 2.107], [5.212, 0.116, 0.659], [6.143, -0.842, 0.056], [5.526, -2.195, -0.254], [4.417, 0.898, -0.105], [3.519, 2.171, 0.572], [4.524, 0.633, -1.431], [3.529, 0.518, -2.257], [2.288, 0.477, -1.938], [3.873, 0.421, -3.707], [2.917, 0.012, -4.625], [3.225, -0.071, -5.974], [4.502, 0.249, -6.412], [5.468, 0.653, -5.495], [5.155, 0.738, -4.148], [6.280, 1.344, 3.664], [6.086, 2.219, 2.135], [7.309, 0.937, 2.278], [4.270, 0.539, 2.456], [5.473, -0.753, 2.508], [6.967, -0.959, 0.764], [6.535, -0.398, -0.858], [5.100, -2.639, 0.646], [6.288, -2.875, -0.646], [4.733, -2.097, -0.995], [1.923, -0.243, -4.287], [2.453, -0.373, -6.672], [4.747, 0.185, -7.467], [6.465, 0.907, -5.835], [5.889, 1.057, -3.420], [2.462, 3.543, -1.949], [1.010, 3.210, -2.415], [0.194, 4.410, -2.711], [0.356, 2.196, -1.440], [1.188, 2.375, -3.799], [-0.100, 1.494, -4.302], [-1.328, 2.481, -4.048], [0.024, 1.100, -5.710], [-0.204, 0.348, -3.269], [2.791, 2.983, -1.192], [-1.057, 3.348, -3.669], [-0.358, -2.498, -4.610], [0.987, -3.275, -3.786], [2.242, -3.668, -4.977], [0.416, -4.807, -3.031], [1.579, -2.379, -2.622], [2.784, -2.422, -2.480], [0.710, -1.708, -1.998]],
  "multiplicity": 1,
  "homo_lumo_gap_ha": 0.25532,
  "homo_energy_ev": -3.187,
  "relative_energy_kcal_mol": 4.9,
  "charge": -2,
  "energy_ev": -227490.170
}

***

No. 3
{
  "formula": "C3H5IOS",
  "method": "ωB97M-V/def2-TZVPD",
  "species": ["C", "C", "C", "O", "S", "I", "H", "H", "H", "H", "H"],
  "xyz": [[1.489, 0.095, 1.046], [-1.255, 0.326, 0.074], [0.106, 0.362, -0.504], [1.217, 0.481, 2.116], [0.469, -0.939, -1.594], [3.195, -0.901, 0.320], [-1.782, -0.561, 0.248], [-1.972, 0.668, -0.629], [-1.368, 1.131, 0.912], [0.281, 1.317, -0.912], [-0.381, -1.979, -1.076]],
  "multiplicity": 1,
  "homo_lumo_gap_ha": 0.31202,
  "homo_energy_ev": -8.329,
  "relative_energy_kcal_mol": 44.7,
  "energy_ev": -24173.128
}

***

No. 4
{
  "formula": "C3H16NO4",
  "method": "ωB97M-V/def2-TZVPD",
  "species": ["C", "C", "C", "O", "N", "H", "H", "H", "H", "H", "H", "H", "H", "H", "H", "H", "H", "O", "H", "H", "O", "H", "H", "O"],
  "xyz": [[-0.220, 0.025, 0.581], [-1.508, -0.276, 1.303], [-2.896, -0.168, 0.671], [-2.731, 0.436, -0.632], [-0.369, 1.239, -0.307], [0.074, -0.980, 0.039], [0.870, -0.089, 0.757], [-1.452, -1.336, 1.566], [-1.614, 0.305, 2.196], [-3.277, -1.142, 0.273], [-3.638, 0.487, 1.200], [-3.457, 0.960, -1.025], [-0.978, 1.998, -0.010], [-0.733, 1.035, -1.237], [0.607, 1.579, -0.493], [3.025, -1.036, -0.479], [3.278, 0.484, -0.524], [2.885, -0.247, -1.000], [2.687, 1.565, 2.016], [3.082, 0.018, 1.782], [2.888, 0.864, 1.401], [0.994, -2.641, -2.881], [1.642, -1.287, -2.719], [0.842, -1.794, -2.475]],
  "multiplicity": 1,
  "homo_lumo_gap_ha": 0.39765,
  "homo_energy_ev": -13.911,
  "relative_energy_kcal_mol": 67.1,
  "charge": 1,
  "energy_ev": -13042.229
}

***

Which formula does entry 3 have? C3H5IOS

***

Which formula does entry 2 have? C42H57Cl3N2O12P2SSeTi

***

What is the formula in the third record? C3H5IOS